1.
Below is C10H10N2O2Pb as an isolated structure, with properties calculated with ωB97M-V/def2-TZVPD.

```
25
C10H10N2O2Pb (ωB97M-V/def2-TZVPD)
Pb 0.52 0.56 -0.09
C 0.27 1.22 -2.80
C -0.95 0.75 -2.26
C -0.80 -0.64 -1.98
C 0.51 -1.01 -2.34
C 1.17 0.14 -2.84
H 0.47 2.23 -3.12
H -1.86 1.32 -2.16
H -1.58 -1.30 -1.63
H 0.93 -2.00 -2.26
H 2.19 0.18 -3.19
C -0.41 -2.45 5.06
N -0.21 -1.23 4.29
C -0.08 -0.01 4.89
C 0.11 1.13 4.20
C 0.15 1.02 2.76
O 0.29 2.01 1.99
N 0.04 -0.21 2.19
C -0.15 -1.35 2.89
O -0.25 -2.46 2.39
H -0.44 -2.19 6.11
H 0.40 -3.15 4.87
H -1.34 -2.93 4.76
H -0.13 -0.02 5.97
H 0.21 2.08 4.68
```

Calculated values
F_max = 0.0093 Eh/bohr
Net charge = 0
Relative energy (zero: lowest compared OMol25 entry of this formula, charge and spin) = 1.3 kcal/mol
Calculated total energy = -22855.48189 eV
Multiplicity = 1
HOMO energy = -0.32269 hartree

2.
Below is BrZn2 as an isolated structure, with properties calculated with ωB97M-V/def2-TZVPD.

```
3
BrZn2 (ωB97M-V/def2-TZVPD)
Zn -0.80 0.66 -3.37
Zn 1.43 -0.63 3.24
Br -0.64 -0.03 0.14
```

Calculated values
F_max = 0.0185 Eh/bohr
Net charge = +3
Relative energy (zero: lowest compared OMol25 entry of this formula, charge and spin) = 59.8 kcal/mol
Calculated total energy = -166836.20395 eV
Multiplicity = 1
HOMO energy = -0.82250 hartree

3.
Below is a 2-piece molecular cluster, C6H10BrClNO overall, with properties calculated with ωB97M-V/def2-TZVPD.

```
20
C6H10BrClNO (ωB97M-V/def2-TZVPD)
C -1.12 -0.73 -1.78
C -1.93 0.32 -1.60
C -0.64 -1.13 -0.47
C -2.01 0.61 -0.15
C -1.95 2.04 0.34
C 1.75 -1.10 0.01
N 1.61 -1.54 1.38
O -1.07 -0.23 0.45
Cl -0.76 -2.79 0.04
Br -3.87 -0.17 0.45
H -0.88 -1.24 -2.69
H -2.53 0.83 -2.33
H -1.94 2.06 1.42
H -2.81 2.60 -0.02
H -1.04 2.51 -0.04
H 2.08 -0.09 -0.14
H 2.11 -1.84 -0.67
H 0.88 -2.29 1.38
H 1.28 -0.76 1.97
H 2.49 -1.90 1.79
```

Calculated values
F_max = 0.0530 Eh/bohr
Net charge = +1
Calculated total energy = -92475.56103 eV
Multiplicity = 3
Expectation value of S² = 2.026
HOMO energy (alpha / beta) = -0.39976 / -0.47814 hartree

4.
Below is one molecule with the formula C19H25N3O4S2, with properties calculated with ωB97M-V/def2-TZVPD.

```
53
C19H25N3O4S2 (ωB97M-V/def2-TZVPD)
C -1.46 -4.44 1.23
C -1.71 -3.93 -0.19
O -1.99 -2.55 -0.23
C -0.97 -1.65 -0.04
C 0.38 -1.95 0.01
C 1.35 -0.96 0.18
N 2.68 -1.42 0.25
C 3.84 -1.01 -0.34
S 5.10 -2.08 -0.33
N 3.90 0.20 -0.92
C 5.14 0.72 -1.45
C 6.12 1.21 -0.37
O 5.62 2.27 0.41
C 5.13 1.90 1.67
C 0.95 0.37 0.33
O 1.91 1.31 0.59
C 1.58 2.69 0.62
C 1.35 3.27 -0.77
C -0.41 0.68 0.26
C -1.36 -0.30 0.07
N -2.73 -0.03 0.00
C -3.36 1.17 0.04
O -2.80 2.25 0.16
C -4.83 1.09 -0.06
C -5.68 2.16 -0.05
C -7.03 1.80 -0.17
C -7.20 0.45 -0.26
S -5.71 -0.40 -0.21
H -1.30 -5.51 1.21
H -2.33 -4.22 1.85
H -0.59 -3.96 1.66
H -2.62 -4.39 -0.60
H -0.87 -4.18 -0.85
H 0.72 -2.96 -0.09
H 2.75 -2.39 0.52
H 3.21 0.88 -0.64
H 4.89 1.56 -2.11
H 5.63 -0.07 -2.02
H 7.02 1.58 -0.87
H 6.40 0.36 0.27
H 5.89 1.36 2.25
H 4.89 2.83 2.19
H 4.23 1.28 1.61
H 0.72 2.86 1.27
H 2.46 3.16 1.08
H 1.12 4.33 -0.69
H 0.52 2.78 -1.27
H 2.24 3.15 -1.38
H -0.76 1.69 0.37
H -3.29 -0.87 -0.11
H -5.32 3.17 0.03
H -7.84 2.50 -0.18
H -8.12 -0.10 -0.35
```

Calculated values
F_max = 0.0149 Eh/bohr
Net charge = 0
Relative energy (zero: lowest compared OMol25 entry of this formula, charge and spin) = 21.0 kcal/mol
Calculated total energy = -54439.46663 eV
Multiplicity = 1
Structure (SMILES) = CCOc1cc(NC(=S)NCCOC)c(OCC)cc1NC(=O)c1cccs1
HOMO energy = -0.27963 hartree

5.
Below is one molecule with the formula C3H6N2O, with properties calculated with ωB97M-V/def2-TZVPD.

```
12
C3H6N2O (ωB97M-V/def2-TZVPD)
H 3.34 -0.73 -0.61
N 2.47 -1.25 -0.46
C 1.56 -0.48 -0.03
N 0.27 -0.96 0.22
C -0.76 -0.05 0.63
C -1.91 0.82 -0.16
O -0.39 0.96 1.20
H 1.66 0.59 0.17
H 0.16 -1.95 0.04
H -1.62 1.89 -0.36
H -1.97 0.32 -1.10
H -2.81 0.83 0.45
```

Calculated values
F_max = 0.0916 Eh/bohr
Net charge = 0
Relative energy (zero: lowest compared OMol25 entry of this formula, charge and spin) = 76.5 kcal/mol
Calculated total energy = -8233.38155 eV
Multiplicity = 1
Structure (SMILES) = [H]/N=C/NC(C)=O
HOMO energy = -0.33982 hartree

6.
Below is a 15-piece molecular cluster, C15H60N30O15 overall, with properties calculated with ωB97M-V/def2-TZVPD.

```
120
C15H60N30O15 (ωB97M-V/def2-TZVPD)
C 2.27 2.64 4.89
O 2.93 2.50 3.87
N 1.45 1.75 5.25
N 2.45 3.63 5.67
H 0.94 1.80 6.12
H 1.21 1.14 4.49
H 1.90 3.57 6.51
H 3.04 4.41 5.42
C -1.83 -4.17 2.80
O -2.36 -5.04 3.41
N -2.50 -3.31 2.21
N -0.58 -3.89 2.69
H -1.97 -2.68 1.63
H -3.50 -3.44 2.21
H 0.11 -4.57 2.97
H -0.24 -3.12 2.13
C -1.34 3.69 2.65
O -0.40 4.20 3.18
N -1.39 2.83 1.68
N -2.55 4.14 3.01
H -0.61 2.21 1.52
H -2.32 2.46 1.53
H -2.70 4.74 3.81
H -3.32 3.61 2.62
C 3.29 -1.91 3.95
O 4.26 -2.59 3.67
N 2.25 -1.83 3.13
N 3.14 -1.35 5.10
H 2.15 -2.54 2.41
H 1.54 -1.15 3.37
H 3.90 -1.27 5.76
H 2.24 -0.99 5.36
C -3.42 2.43 -3.19
O -2.91 1.72 -4.04
N -4.39 3.35 -3.33
N -3.27 2.45 -1.92
H -4.66 3.93 -2.55
H -4.81 3.32 -4.25
H -2.63 1.75 -1.60
H -3.62 3.21 -1.35
C -0.49 -0.33 0.25
O -1.34 -1.10 0.58
N -0.19 0.03 -1.02
N 0.26 0.35 1.05
H 0.51 0.71 -1.27
H -0.72 -0.49 -1.72
H 1.22 0.31 0.74
H 0.18 0.15 2.03
C 5.00 -0.06 1.74
O 5.85 -0.93 1.45
N 5.10 0.74 2.70
N 3.84 0.11 1.12
H 5.75 0.53 3.44
H 4.34 1.37 2.93
H 3.73 -0.44 0.29
H 3.22 0.85 1.42
C 0.11 -1.10 -6.19
O 0.13 -2.31 -6.17
N 0.65 -0.39 -7.05
N -0.39 -0.31 -5.27
H 0.26 0.45 -7.45
H 1.06 -1.02 -7.72
H -0.61 0.66 -5.44
H -0.70 -0.65 -4.37
C 0.49 2.51 -4.75
O -0.15 2.43 -5.82
N 1.75 2.86 -4.64
N -0.16 2.22 -3.64
H 2.15 2.72 -3.72
H 2.22 2.99 -5.52
H -1.06 1.77 -3.75
H 0.41 2.29 -2.82
C 2.98 2.81 -1.68
O 1.91 2.29 -1.63
N 3.04 4.10 -1.91
N 4.08 2.11 -1.62
H 3.96 4.49 -2.09
H 2.20 4.58 -1.62
H 3.81 1.14 -1.58
H 5.01 2.51 -1.68
C 2.84 -0.87 -2.81
O 3.39 -0.70 -1.73
N 3.17 -0.32 -3.92
N 1.77 -1.69 -2.95
H 4.12 0.03 -3.84
H 2.86 -0.69 -4.81
H 1.50 -1.92 -3.90
H 1.40 -2.14 -2.12
C -0.70 -4.82 -0.90
O -1.64 -5.36 -1.52
N -0.65 -3.56 -0.58
N 0.33 -5.56 -0.46
H 0.10 -3.24 0.01
H -1.37 -2.87 -0.75
H 0.52 -6.44 -0.93
H 1.11 -5.18 0.06
C -2.26 -2.02 -3.00
O -1.77 -0.95 -3.10
N -1.78 -3.03 -3.75
N -3.24 -2.24 -2.18
H -1.08 -2.99 -4.47
H -2.28 -3.89 -3.53
H -3.37 -1.44 -1.58
H -3.76 -3.11 -2.12
C -4.45 0.43 1.11
O -3.68 0.90 1.88
N -5.56 1.00 0.75
N -4.30 -0.75 0.57
H -5.88 1.83 1.23
H -6.03 0.48 0.03
H -3.43 -1.25 0.68
H -5.15 -1.17 0.22
C -1.04 -0.62 4.57
O 0.13 -0.54 4.17
N -1.35 -1.04 5.76
N -2.05 -0.22 3.87
H -0.52 -1.38 6.24
H -2.27 -1.23 6.11
H -2.94 -0.13 4.35
H -1.87 0.13 2.94
```

Calculated values
F_max = 0.1922 Eh/bohr
Net charge = +1
Relative energy (zero: lowest compared OMol25 entry of this formula, charge and spin) = 17.8 kcal/mol
Calculated total energy = -91946.49901 eV
Multiplicity = 2
Expectation value of S² = 0.754
HOMO energy (alpha / beta) = -0.38629 / -0.38629 hartree

> What is the multiplicity in the sixth record?

2

> Look up the multiplicity of the fifth one.

1